The following is a DFT calculation (the ωB97M-V functional and the def2-TZVPD basis) of 2 unconnected molecules or ions with the total composition C5H12N4 in a non-equilibrium geometry.

Relative energy (zero: lowest compared OMol25 entry of this formula, charge and spin): 4.564 eV
M: 128.2 g mol⁻¹
Strongest force on any atom: 5.6 eV/Å
Total energy: -11335.65755 eV
Highest occupied orbital energy: -7.9633 eV
HOMO-LUMO gap: 7.92 eV
SMILES string: CN=C(C)C.N#CNN

XYZ file:
```
21
Properties=species:S:1:pos:R:3:forces:R:3:nbo_charge:R:1
C 0.61491 -0.77736 -1.74830 0.1 0.5 0.2 -0.455
N -0.55940 -0.51424 -0.94137 -0.2 -0.6 3.3 -0.416
C -0.51445 -0.67497 0.38952 -0.8 -3.6 -4.2 0.273
C 0.63905 -1.40448 1.06153 0.1 1.1 0.3 -0.699
C -1.87260 -0.98377 1.00646 0.1 1.2 0.3 -0.653
H 0.66434 -1.84211 -2.00162 -0.1 0.0 0.1 0.211
H 0.53093 -0.22206 -2.68603 0.0 -0.1 0.0 0.197
H 1.56121 -0.50076 -1.27175 0.0 -0.1 0.0 0.182
H 0.48885 -1.40109 2.14299 0.1 -0.1 -0.1 0.232
H 1.58272 -0.89499 0.85886 0.1 -0.2 0.0 0.220
H 0.70849 -2.43578 0.70801 -0.1 0.1 -0.1 0.230
H -1.83569 -0.83048 2.08688 -0.1 0.0 0.0 0.217
H -2.15299 -2.02023 0.80212 0.2 0.1 0.0 0.226
H -2.63817 -0.33564 0.57330 0.0 -0.1 0.1 0.228
N -0.14078 1.77115 2.15167 0.0 -1.6 -0.4 -0.332
C -0.17191 1.48783 1.01732 0.8 4.5 -3.3 0.366
N -0.07769 1.98499 -0.34527 -2.0 -1.9 3.2 -0.523
N 1.00875 2.68166 -0.84242 1.2 1.4 -0.6 -0.647
H -0.91096 1.92466 -0.93968 0.8 -0.1 0.7 0.420
H 1.83325 2.63975 -0.24545 -0.5 -0.1 -0.1 0.371
H 1.24215 2.34789 -1.77679 0.2 -0.4 0.5 0.352
```
Forces are in eV/Å.

The following is a DFT calculation (the ωB97M-V functional and the def2-TZVPD basis) of C4H7NOS in the gas phase in a non-equilibrium geometry.

Relative energy (zero: lowest compared OMol25 entry of this formula, charge and spin): 3.884 eV
M: 117.2 g mol⁻¹
Strongest force on any atom: 4.2 eV/Å
Total energy: -18630.66517 eV
Highest occupied orbital energy: -8.2821 eV
HOMO-LUMO gap: 8.45 eV
SMILES string: C=C(C)N(O)C=S

XYZ file:
```
14
Properties=species:S:1:pos:R:3:forces:R:3:nbo_charge:R:1
C -0.99184 1.38425 -1.02645 -0.8 1.4 0.0 -0.388
C -0.37026 1.14113 0.11854 1.0 -0.5 -0.9 0.133
C -0.51893 1.83009 1.39127 0.6 0.3 2.7 -0.665
N 0.66073 0.13344 0.19640 -1.3 -1.5 -1.1 -0.164
O 1.71987 0.45662 0.97077 3.0 2.6 -1.3 -0.517
C 0.68904 -1.09996 -0.33239 0.0 -2.4 -1.0 -0.054
S -0.69694 -2.03560 -0.76812 2.3 1.6 0.5 -0.189
H -1.00734 0.73772 -1.88129 0.5 -0.2 -0.2 0.229
H -1.55842 2.33819 -1.15102 0.1 -1.1 0.5 0.209
H -1.31529 2.61937 1.35107 0.9 -0.8 0.3 0.238
H 0.48629 2.16065 1.86093 -1.8 0.1 -1.1 0.239
H -0.75046 0.99111 2.13650 -0.4 1.2 -0.8 0.241
H 2.26063 1.17250 0.41167 -1.4 -2.1 1.8 0.466
H 1.80359 -1.56998 -0.48469 -2.8 1.3 0.8 0.224
```
Forces are in eV/Å.

The following is a DFT calculation (the ωB97M-V functional and the def2-TZVPD basis) of a molecular structure, C49H33I4N5Pt in a non-equilibrium geometry.

M: 1394.5 g mol⁻¹
Strongest force on any atom: 2.2 eV/Å
Total energy: -94450.56475 eV
Highest occupied orbital energy: -6.9212 eV
HOMO-LUMO gap: 5.72 eV

XYZ file:
```
92
Properties=species:S:1:pos:R:3:forces:R:3:lowdin_charge:R:1
Pt -0.44455 0.02706 -0.02584 -2.2 0.3 0.0 1.199
I -2.10915 6.76516 -6.94014 0.1 -0.3 0.4 0.825
C -1.65165 5.33916 -5.44314 -0.1 0.3 -0.4 -0.710
C -2.49485 4.26036 -5.23974 0.0 0.2 -0.2 -0.142
C -2.16785 3.31396 -4.28894 0.1 0.1 0.3 -0.028
C -0.99845 3.42546 -3.52974 -0.1 0.3 -0.3 -0.189
C -0.16335 4.51926 -3.76594 -0.1 -0.3 -0.1 -0.041
C -0.48835 5.47596 -4.70844 0.0 0.1 -0.1 -0.147
C -0.69755 2.41896 -2.49714 0.1 -1.0 0.4 -0.049
C -0.50155 2.85066 -1.17794 -0.1 -0.3 -0.3 -0.220
C -0.48025 4.22616 -0.77894 0.0 0.2 0.6 0.004
C -0.31715 4.25476 0.56706 -0.1 0.2 -0.6 0.007
C -0.25835 2.89666 1.01166 -0.2 -0.4 0.2 -0.222
C -0.24195 2.52506 2.35876 0.0 -0.9 -0.4 -0.056
C -0.24265 3.58246 3.38486 0.0 0.3 0.3 -0.199
C 0.77495 4.52956 3.46326 -0.1 -0.2 0.0 -0.034
C 0.77035 5.50476 4.44226 0.1 0.2 0.1 -0.146
C -0.26225 5.54616 5.35966 0.0 0.3 0.4 -0.710
I -0.23075 6.99066 6.90846 0.0 -0.3 -0.4 0.825
C -1.29725 4.63046 5.29166 0.0 0.1 0.2 -0.141
C -1.28465 3.65686 4.31016 0.1 0.1 -0.2 -0.028
C -0.33335 1.19416 2.80936 0.1 0.6 -0.9 -0.229
N -0.50385 0.09686 2.01276 0.3 0.0 -0.2 -0.046
C -0.63625 -0.97234 2.84536 -0.2 -0.8 -0.7 -0.234
C -0.89775 -2.30084 2.45446 0.3 0.8 -0.3 -0.060
C -1.22945 -3.27214 3.50816 0.0 -0.3 0.3 -0.209
C -0.45225 -4.40954 3.70606 -0.1 0.2 0.1 -0.036
C -0.81465 -5.35694 4.64486 0.1 -0.1 0.1 -0.147
C -1.97025 -5.17524 5.38486 -0.1 -0.3 0.3 -0.710
I -2.54535 -6.65674 6.78346 0.1 0.3 -0.3 0.825
C -2.75015 -4.04284 5.21696 0.0 -0.1 0.2 -0.140
C -2.36885 -3.09074 4.28986 0.1 -0.1 -0.2 -0.020
C -0.91855 -2.75794 1.13766 0.0 0.4 0.3 -0.224
C -1.18895 -4.11434 0.75066 0.0 -0.1 -0.6 0.011
C -1.12475 -4.15734 -0.60254 -0.1 -0.1 0.5 0.014
C -0.84415 -2.82644 -1.04994 0.0 0.4 -0.2 -0.228
N -0.71925 -1.99484 0.02526 0.3 0.2 -0.1 -0.044
C -0.82605 -2.45134 -2.38994 0.1 0.8 0.2 -0.065
C -0.72555 -1.12724 -2.84844 0.0 -0.6 0.8 -0.228
C -0.77215 -0.74754 -4.21744 0.0 0.9 -0.4 0.009
C -0.75585 0.61776 -4.24584 -0.1 -0.9 -0.4 -0.001
C -0.70445 1.06186 -2.89464 0.2 0.8 0.8 -0.231
N -0.64515 -0.01324 -2.05824 0.3 -0.1 0.2 -0.046
C -1.06895 -3.51364 -3.38934 -0.1 -0.2 -0.2 -0.219
C -0.10475 -4.47364 -3.67394 -0.1 0.2 0.0 -0.025
C -0.35365 -5.47314 -4.59764 0.0 -0.1 -0.1 -0.146
C -1.58635 -5.52594 -5.22284 -0.1 -0.4 -0.4 -0.711
I -1.97175 -7.05564 -6.63584 0.1 0.3 0.3 0.824
C -2.56765 -4.58984 -4.94274 0.0 -0.1 -0.2 -0.142
C -2.30065 -3.58064 -4.03634 0.1 -0.1 0.1 -0.021
C -0.47805 -0.55714 4.19466 0.1 0.9 0.4 0.005
C -0.28055 0.79406 4.17266 -0.2 -0.9 0.5 0.001
N -0.36385 2.06106 -0.07004 0.3 -0.3 0.0 -0.049
H -3.39405 4.15826 -5.82794 -0.1 0.0 0.0 0.094
H -2.84205 2.48646 -4.12234 0.0 -0.1 0.1 0.126
H 0.76905 4.60876 -3.23074 0.1 0.0 0.1 0.123
H 0.17295 6.31356 -4.87394 0.0 0.0 0.0 0.094
H -0.59285 5.06056 -1.43944 -0.1 0.2 0.0 0.101
H -0.26755 5.11826 1.19986 -0.1 0.1 0.1 0.108
H 1.58925 4.48626 2.75716 0.1 0.0 -0.1 0.124
H 1.57365 6.22196 4.49426 0.1 0.1 0.0 0.093
H -2.10275 4.67206 6.00616 -0.1 0.0 0.1 0.094
H -2.10415 2.95806 4.24796 -0.1 -0.1 0.0 0.127
H 0.44475 -4.54564 3.11956 0.1 0.0 0.0 0.127
H -0.19125 -6.22494 4.79346 0.0 -0.1 0.0 0.093
H -3.64495 -3.90044 5.80286 -0.1 0.0 0.0 0.094
H -2.98065 -2.21374 4.13696 0.0 0.1 0.0 0.128
H -1.42755 -4.92174 1.41446 0.0 -0.1 0.1 0.109
H -1.28885 -5.00004 -1.24524 0.0 -0.1 -0.1 0.113
H -0.80615 -1.42044 -5.05234 0.0 -0.1 -0.1 0.114
H -0.77545 1.25146 -5.11134 0.0 0.1 -0.1 0.112
H 0.84995 -4.43274 -3.17104 0.1 0.0 0.0 0.126
H 0.41225 -6.19854 -4.82884 0.0 -0.1 0.0 0.093
H -3.52795 -4.64034 -5.43314 -0.1 0.0 0.0 0.094
H -3.06315 -2.85214 -3.80134 0.0 0.1 0.0 0.129
H -0.48665 -1.20054 5.05226 0.0 -0.1 0.1 0.113
H -0.11335 1.44396 5.00996 0.0 0.1 0.1 0.112
C 5.14245 0.60196 -1.16614 0.0 0.0 0.1 -0.041
C 4.69095 -0.25604 0.02436 0.8 0.1 0.0 -0.599
C 5.15175 0.37186 1.34736 -0.1 0.0 -0.1 -0.040
C 5.26185 -1.67444 -0.10844 -0.1 0.1 0.0 -0.041
C 3.23935 -0.28524 0.01806 -0.1 -0.1 0.0 -0.161
N 2.09465 -0.25994 0.00776 0.6 -0.2 0.0 0.166
H 6.22875 0.64846 -1.19254 0.1 0.0 0.0 0.088
H 4.75005 1.61166 -1.08244 0.0 0.1 0.0 0.089
H 4.78815 0.17526 -2.10104 0.0 0.0 -0.1 0.090
H 6.23895 0.40186 1.37746 0.1 0.0 0.0 0.088
H 4.79555 -0.21014 2.19376 0.0 -0.1 0.1 0.090
H 4.77075 1.38486 1.44556 0.0 0.1 0.0 0.088
H 6.34965 -1.62314 -0.09574 0.0 0.0 0.0 0.088
H 4.94895 -2.13594 -1.04204 0.0 0.0 -0.1 0.088
H 4.93655 -2.30724 0.71386 0.0 0.0 0.1 0.089
```
Forces are in eV/Å.